Below is a molecular structure, C41H50BFN11O4SZr in a non-equilibrium geometry, with properties calculated with ωB97M-V with the def2-TZVPD basis set.

E_HOMO (spin up / spin down) = -9.29 / -11.25 eV
LUMO level (spin up / spin down) = -4.20 / -4.20 eV
energy above the lowest of the compared OMol25 structures with the same formula, charge and spin = 40.2 kcal per mole
frontier orbital gap (spin up / spin down) = 5.09 / 7.05 eV

ORCA input file:
```
! wB97M-V def2-TZVPD RIJCOSX def2/J DEFGRID3
* xyz 2 2
Zr -1.005 0.717 1.731
S -2.314 -0.483 -1.636
F 1.601 -1.557 -4.254
O 1.341 0.520 3.637
O 0.160 -0.399 0.504
O 0.580 1.875 2.039
O -1.106 -0.795 3.180
N -4.044 0.979 1.449
N 4.449 -1.080 -4.371
N 5.880 -0.876 -6.809
N -1.577 2.188 0.197
N -0.246 -1.610 3.769
N 4.302 -0.062 0.334
N -3.040 2.802 2.813
N -2.016 2.025 3.278
N -3.047 0.063 1.415
N -4.342 -2.062 -2.209
N -2.770 2.829 0.335
C -0.677 1.902 5.395
C 2.231 0.335 1.431
C 3.656 -1.039 -3.193
C -3.366 3.736 3.723
C 1.572 -1.058 -1.962
C 3.633 -0.482 -0.809
C -1.781 3.706 -1.427
C 2.283 -1.223 -3.131
C 0.660 -2.290 3.041
C 6.374 -1.406 0.481
C 2.214 -0.631 -0.786
C -6.535 1.079 1.526
C -4.087 4.655 -0.764
C 5.753 -0.013 0.389
C 5.228 -2.152 -6.381
C -5.234 0.360 1.478
C 1.374 0.953 2.494
C -2.982 -1.950 -2.072
C -3.613 -1.151 1.415
C -2.245 -3.138 -2.330
C 5.016 0.194 -4.778
C -0.972 2.716 -0.877
C 1.535 -3.292 5.029
C 6.259 -0.050 -5.624
C 1.558 -3.135 3.649
C -2.791 -2.394 1.354
C -1.711 2.486 4.500
C 1.479 -0.260 0.376
C 4.315 -0.723 -1.991
C 3.584 0.394 1.409
C 0.577 -2.594 5.754
C -2.535 3.566 4.813
C -4.448 4.741 3.551
C -2.913 3.752 -0.630
C -0.311 -1.772 5.102
C -4.980 -3.196 -2.582
C 0.345 2.244 -1.382
C -4.999 -1.008 1.451
C 4.006 -1.834 -5.525
C -4.277 -4.330 -2.838
C -2.870 -4.290 -2.704
B -3.740 2.493 1.479
H 6.099 -2.018 -0.376
H -7.353 0.363 1.526
H 6.035 -1.916 1.382
H -2.653 -2.806 2.356
H 7.001 -0.605 -5.052
H -4.471 5.393 4.420
H 0.526 -2.680 6.828
H 4.292 0.797 -5.353
H -1.172 -3.089 -2.224
H 5.216 -0.345 -7.381
H 4.142 0.844 2.216
H -5.419 4.255 3.465
H 3.262 -1.293 -6.131
H 0.369 1.158 -1.357
H 5.389 -0.648 -2.035
H 5.952 -2.715 -5.793
H 6.696 0.890 -5.961
H -1.093 -1.224 5.606
H -1.575 4.306 -2.293
H 5.297 0.764 -3.896
H 6.702 -1.074 -7.384
H -0.500 0.859 5.161
H 3.561 -2.774 -5.203
H -4.179 5.298 0.111
H 0.475 2.570 -2.412
H -6.646 1.744 0.670
H -6.056 -3.143 -2.662
H -1.816 -2.163 0.919
H -2.292 -5.182 -2.904
H -3.286 -3.150 0.745
H -3.969 5.283 -1.643
H 0.496 -1.175 -1.968
H -5.733 -1.792 1.473
H 0.270 2.431 5.282
H -4.870 -1.216 -2.037
H 2.229 -3.946 5.531
H 6.137 0.530 -0.480
H 6.029 0.560 1.274
H 1.161 2.639 -0.772
H -1.001 2.001 6.429
H -4.782 -5.234 -3.135
H 0.620 -2.127 1.973
H -2.527 4.137 5.723
H -4.282 5.346 2.662
H -4.738 3.116 1.380
H 7.458 -1.323 0.517
H 2.275 -3.667 3.043
H -5.011 4.088 -0.861
H -6.605 1.684 2.429
H 4.954 -2.727 -7.265
*
```